No. 1
Formula: C39H43Cl2F5O6
Source: the OMol25 dataset
Level of theory: the ωB97M-V functional and the def2-TZVPD basis

Geometry as XYZ:
```
95
Properties=species:S:1:pos:R:3:forces:R:3
C -3.894 -3.025 3.403 0.2 -0.1 0.1
Cl -3.494 -4.416 4.431 0.0 0.1 -0.1
Cl -2.963 -3.006 1.893 -0.1 -0.1 0.1
H -4.949 -3.100 3.175 0.0 0.1 -0.1
H -3.645 -2.116 3.935 -0.1 0.0 0.1
C -4.208 0.102 8.031 -0.5 0.5 0.2
C -4.309 -0.793 6.835 -0.6 -0.8 0.2
O -3.581 -0.323 5.703 0.3 -0.2 -0.3
C -4.051 0.720 5.022 0.1 0.0 -0.1
O -5.031 1.363 5.267 -0.3 0.1 0.1
O -3.221 0.918 3.995 0.2 -0.6 -0.1
C -3.501 2.009 3.151 -0.1 1.0 -0.8
H -3.178 0.276 8.331 0.0 0.0 0.0
H -4.771 -0.333 8.860 0.2 -0.2 0.0
H -4.706 1.053 7.834 0.2 0.1 -0.1
H -5.353 -1.003 6.578 0.0 0.5 -0.2
H -3.901 -1.787 7.031 0.3 0.2 0.0
H -3.362 2.950 3.681 -0.2 0.0 0.1
H -4.480 1.982 2.667 -0.2 -0.2 0.6
H -2.807 2.008 2.311 0.3 -0.3 0.3
C 8.025 2.951 -0.195 -0.2 0.2 0.9
C 6.911 2.083 -0.708 0.2 0.4 -0.9
O 6.513 1.197 0.334 -0.2 -0.1 0.3
C 5.203 1.051 0.546 0.4 -0.1 -0.1
O 4.336 1.421 -0.197 -0.5 0.1 0.0
O 5.054 0.417 1.705 0.4 0.1 -0.2
C 3.757 0.188 2.208 -1.1 -0.6 0.5
H 8.881 2.349 0.102 0.2 0.1 -0.2
H 7.675 3.458 0.711 0.0 -0.1 0.0
H 8.270 3.749 -0.891 0.2 -0.2 -0.2
H 7.243 1.506 -1.573 -0.1 -0.2 0.1
H 6.090 2.710 -1.052 -0.2 -0.2 0.2
H 3.081 1.043 2.182 0.4 0.3 -0.1
H 3.900 -0.127 3.239 0.1 0.2 0.0
H 3.220 -0.631 1.718 0.4 0.0 -0.4
F 0.080 -6.247 0.699 0.1 0.2 0.1
C 1.181 -5.489 0.488 -0.5 -0.1 -0.1
C 1.147 -4.560 -0.534 0.2 0.1 -0.2
C 2.317 -3.876 -0.825 0.4 0.1 0.3
C 3.465 -4.080 -0.056 -0.3 0.1 -0.3
C 3.425 -4.935 1.034 0.2 0.1 -0.2
C 2.274 -5.663 1.302 0.2 0.0 0.3
H 0.228 -4.367 -1.070 0.0 -0.2 -0.1
H 2.374 -3.144 -1.621 -0.2 -0.1 -0.1
H 4.375 -3.568 -0.341 0.0 0.0 0.2
H 4.310 -5.037 1.648 -0.1 -0.1 0.1
H 2.212 -6.327 2.153 0.0 -0.1 -0.1
F 0.165 1.834 1.760 0.0 0.2 -0.2
C 0.068 0.926 0.761 -0.2 -0.2 -0.1
C -1.034 0.093 0.754 0.0 -0.3 0.6
C -1.086 -0.947 -0.158 0.3 0.3 -0.3
C -0.058 -1.094 -1.086 -0.5 -0.3 -0.3
C 1.021 -0.236 -1.079 -0.1 0.7 -0.2
C 1.068 0.822 -0.178 0.5 -0.1 0.1
H -1.777 0.194 1.536 0.0 0.0 -0.1
H -1.919 -1.632 -0.161 -0.1 0.0 0.0
H -0.176 -1.835 -1.870 0.3 -0.2 0.2
H 1.816 -0.277 -1.813 -0.1 -0.3 -0.1
H 1.916 1.494 -0.213 -0.1 0.0 0.2
F -3.236 0.824 -7.266 0.0 0.0 -0.1
C -3.312 0.160 -6.099 -0.1 0.1 0.5
C -4.510 0.124 -5.413 -0.1 -0.1 0.1
C -4.569 -0.547 -4.190 0.0 0.1 -0.4
C -3.437 -1.148 -3.667 0.1 -0.4 -0.2
C -2.223 -1.059 -4.352 -0.7 0.3 0.4
C -2.169 -0.402 -5.572 0.8 0.0 0.2
H -5.386 0.611 -5.823 0.0 0.0 0.0
H -5.512 -0.590 -3.661 0.0 0.0 0.0
H -3.518 -1.759 -2.776 0.1 0.3 0.2
H -1.331 -1.430 -3.866 0.1 -0.1 -0.3
H -1.204 -0.282 -6.050 -0.2 0.0 -0.2
F 4.095 -1.590 -6.954 0.1 -0.2 0.0
C 2.879 -2.086 -6.651 -0.1 0.3 0.2
C 2.616 -2.470 -5.351 -0.1 0.1 0.3
C 1.326 -2.886 -5.040 0.2 0.3 -0.2
C 0.358 -2.972 -6.031 0.1 -0.2 0.8
C 0.667 -2.637 -7.340 -0.2 -0.4 0.1
C 1.927 -2.142 -7.647 0.1 -0.5 -0.3
H 3.385 -2.427 -4.591 0.1 0.1 -0.1
H 1.051 -3.136 -4.023 0.2 -0.1 0.0
H -0.591 -3.357 -5.681 -0.2 0.1 -0.6
H -0.053 -2.881 -8.110 0.0 0.4 -0.1
H 2.225 -1.925 -8.664 -0.1 0.2 0.0
F -1.396 9.091 2.282 0.1 -0.1 0.0
C -1.341 7.751 2.121 0.0 0.1 0.0
C -1.710 6.942 3.175 -0.3 -0.2 0.1
C -1.705 5.568 2.980 0.5 0.0 0.1
C -1.269 5.034 1.778 -0.1 -0.5 -0.2
C -0.919 5.861 0.727 0.4 0.6 0.1
C -0.929 7.239 0.908 -0.2 0.1 -0.2
H -2.012 7.371 4.121 0.0 0.1 -0.1
H -1.961 4.905 3.796 -0.1 0.0 0.0
H -1.171 3.963 1.651 -0.1 0.0 0.1
H -0.559 5.480 -0.218 -0.1 -0.2 0.0
H -0.658 7.912 0.105 0.0 0.0 0.1
```
Forces are in eV/Å.

Properties
LUMO level: 0.46 eV
Kohn-Sham gap: 9.77 eV
SMILES: CCOC(=O)OC.CCOC(=O)OC.Fc1ccccc1.Fc1ccccc1.Fc1ccccc1.Fc1ccccc1.Fc1ccccc1.ClCCl

No. 2
Formula: C39H43N7O
Source: the OMol25 dataset
Level of theory: the ωB97M-V functional and the def2-TZVPD basis

Geometry as XYZ:
```
90
Properties=species:S:1:pos:R:3:forces:R:3
C 15.285 27.127 -15.469 -2.2 0.2 0.5
C 16.585 26.820 -16.091 0.5 -0.1 -1.0
C 16.163 26.666 -17.578 -0.7 0.6 0.8
O 15.076 27.627 -17.791 1.4 0.1 0.1
C 14.539 28.038 -16.511 0.2 -1.8 -0.4
H 15.287 27.521 -14.453 0.3 0.3 -0.1
H 14.693 26.214 -15.394 -0.2 -0.1 -0.1
H 17.069 25.888 -15.798 -0.1 0.1 0.4
H 17.205 27.668 -15.801 0.7 -0.1 -0.9
H 15.690 25.699 -17.748 0.2 -0.4 0.3
H 16.995 26.705 -18.282 -0.2 0.8 -0.2
H 13.504 27.699 -16.547 -0.2 0.4 0.3
H 14.566 29.125 -16.429 0.4 -0.1 0.3
N 8.869 25.606 -21.943 -1.8 -1.7 -0.6
C 8.135 26.040 -20.899 2.0 -0.3 -0.3
C 7.080 25.368 -20.328 -1.2 -0.8 -0.3
C 6.655 24.145 -20.870 1.5 0.4 -0.5
C 7.440 23.617 -21.921 -0.7 1.1 -0.1
C 8.434 24.418 -22.487 0.7 0.9 1.5
H 8.637 26.873 -20.430 -0.6 0.5 0.2
H 6.526 25.775 -19.495 0.1 0.2 0.1
H 5.792 23.641 -20.462 0.1 -0.2 0.0
H 7.217 22.675 -22.401 -0.1 -0.1 0.1
H 9.005 24.048 -23.326 0.0 0.1 -0.1
N 7.702 33.512 -25.110 1.7 1.4 2.0
C 8.109 34.816 -25.314 0.1 -1.3 0.2
C 9.330 35.349 -24.902 0.5 -1.9 0.3
C 10.168 34.522 -24.112 -0.5 0.7 -0.7
C 9.750 33.257 -23.736 -1.3 0.2 -0.7
C 8.507 32.804 -24.245 -0.4 1.5 -0.6
H 7.401 35.494 -25.768 -0.2 -0.3 -0.6
H 9.720 36.266 -25.320 -0.3 0.3 0.4
H 11.116 34.930 -23.794 0.2 -0.1 0.1
H 10.331 32.635 -23.071 0.0 0.0 0.0
H 8.047 31.917 -23.833 0.2 -0.5 -0.4
N -0.064 19.659 -20.874 0.3 1.8 -0.8
C -0.753 18.548 -20.759 0.8 -1.0 0.5
C -1.839 18.202 -21.509 -1.7 0.9 -2.2
C -2.258 19.091 -22.507 1.4 0.9 1.3
C -1.495 20.291 -22.684 -1.5 -1.2 0.2
C -0.440 20.570 -21.818 -0.3 -2.1 -0.5
H -0.331 17.795 -20.110 0.0 0.1 0.5
H -2.441 17.305 -21.513 0.5 -0.4 0.9
H -3.170 18.827 -23.023 0.2 0.4 -0.5
H -1.831 20.937 -23.482 0.4 0.4 0.0
H 0.224 21.382 -22.077 0.0 0.3 0.6
N 4.323 31.095 -16.884 2.2 -0.1 -1.2
C 5.297 31.672 -17.696 -0.5 0.2 2.9
C 6.268 32.501 -17.120 0.0 -0.2 -0.3
C 6.317 32.775 -15.763 -1.4 -1.0 0.3
C 5.380 32.096 -14.937 1.4 0.3 -1.1
C 4.509 31.188 -15.552 -0.8 2.0 -0.7
H 5.376 31.533 -18.764 -0.8 -0.3 -0.1
H 7.028 32.986 -17.714 -0.1 -0.1 -0.4
H 7.063 33.499 -15.472 -0.1 -0.1 0.7
H 5.348 32.257 -13.870 0.0 -0.1 0.1
H 3.715 30.798 -14.933 0.0 -0.6 0.0
N 13.577 27.426 -29.664 -0.2 1.5 1.7
C 13.227 27.458 -28.320 -0.5 1.4 -1.4
C 12.576 28.567 -27.720 0.8 -0.5 -1.7
C 12.312 29.684 -28.540 -0.2 -0.5 -0.1
C 12.691 29.725 -29.880 0.8 -2.0 0.8
C 13.383 28.560 -30.369 -1.2 0.4 0.9
H 13.451 26.567 -27.752 0.0 -0.1 0.0
H 12.243 28.560 -26.693 0.1 -0.1 0.0
H 11.711 30.492 -28.150 0.1 0.2 0.2
H 12.399 30.566 -30.492 0.3 -0.1 -0.2
H 13.690 28.534 -31.404 0.1 -0.1 -0.1
N 6.747 18.723 -16.124 -0.4 -0.7 -0.4
C 7.771 19.445 -15.719 0.9 0.6 -1.4
C 8.858 19.741 -16.580 -1.0 -0.2 0.1
C 8.767 19.309 -17.900 1.2 -0.3 0.5
C 7.754 18.460 -18.295 0.1 0.4 0.3
C 6.781 18.189 -17.362 -0.5 0.3 0.3
H 7.702 19.928 -14.755 0.1 -0.3 0.3
H 9.702 20.312 -16.222 0.0 0.1 -0.1
H 9.565 19.487 -18.605 0.1 0.3 0.0
H 7.758 18.064 -19.300 -0.3 -0.1 0.0
H 5.940 17.586 -17.670 -0.2 -0.2 0.3
N 6.316 17.708 -26.757 1.0 0.5 -2.0
C 5.232 17.006 -27.086 0.6 0.0 -1.1
C 4.719 16.965 -28.387 0.1 0.3 1.4
C 5.365 17.645 -29.405 -2.6 -0.8 0.0
C 6.420 18.456 -29.127 0.5 -0.5 0.7
C 6.904 18.398 -27.811 -0.6 -0.7 0.6
H 4.828 16.264 -26.413 -0.2 0.5 0.8
H 3.750 16.489 -28.425 0.1 -0.4 -0.9
H 4.870 17.532 -30.358 0.4 0.4 -0.5
H 6.830 19.006 -29.960 0.6 0.2 0.4
H 7.889 18.811 -27.646 -0.1 0.4 0.6
```
Forces are in eV/Å.

Properties
LUMO level: 0.52 eV
Kohn-Sham gap: 10.01 eV
Energy above the lowest of the compared OMol25 structures with the same formula, charge and spin: 12.3 kJ/mol
SMILES: c1ccncc1.c1ccncc1.c1ccncc1.c1ccncc1.c1ccncc1.c1ccncc1.c1ccncc1.C1CCOC1

No. 3
Formula: C39H44AsN5O4S2Ta
Source: the OMol25 dataset
Level of theory: the ωB97M-V functional and the def2-TZVPD basis

Geometry as XYZ:
```
96
Properties=species:S:1:pos:R:3:forces:R:3
Ta -0.758 0.675 0.257 0.0 0.2 0.0
C -3.631 -0.553 -0.432 0.1 0.0 0.0
C -3.206 0.243 -1.652 0.0 0.0 0.1
N -2.291 1.371 -1.254 0.0 -0.2 0.0
C -3.027 2.569 -0.783 0.0 0.1 0.0
C -3.385 2.403 0.661 0.1 -0.1 0.1
C -4.431 3.061 1.271 0.0 0.0 0.0
C -4.584 2.941 2.646 0.0 0.0 0.0
C -3.667 2.197 3.370 0.0 0.0 0.0
C -2.641 1.565 2.693 0.0 0.0 -0.1
C -1.508 0.872 3.385 0.0 0.0 0.0
N -0.816 -0.041 2.440 -0.1 0.0 0.0
C -1.408 -1.420 2.476 0.0 0.0 0.1
C -2.700 -1.440 1.694 0.0 0.0 -0.1
N -2.415 -0.927 0.333 0.0 0.0 0.0
N -2.531 1.628 1.356 -0.1 0.1 0.0
H -4.177 -1.443 -0.750 0.0 0.0 0.0
H -4.290 0.015 0.222 0.0 0.0 0.0
H -4.076 0.647 -2.170 0.0 0.0 0.0
H -2.655 -0.386 -2.347 0.0 0.0 0.0
H -1.771 1.627 -2.092 0.0 0.0 0.0
H -3.907 2.752 -1.401 0.0 0.0 0.0
H -2.359 3.432 -0.877 0.0 0.0 0.0
H -5.109 3.664 0.683 0.0 0.0 0.0
H -5.400 3.442 3.149 0.0 0.0 0.0
H -3.735 2.115 4.446 0.0 0.0 0.0
H -1.851 0.333 4.268 0.0 0.0 0.0
H -0.794 1.629 3.716 0.0 0.0 0.0
H 0.155 -0.127 2.739 0.0 0.0 0.0
H -1.575 -1.723 3.510 0.0 0.0 0.0
H -0.682 -2.101 2.037 0.0 0.0 0.0
H -3.467 -0.813 2.150 0.0 0.0 0.0
H -3.097 -2.456 1.651 0.0 0.0 0.0
H -1.967 -1.693 -0.177 0.0 0.0 0.0
S 0.000 2.785 1.227 0.0 -0.2 0.0
C 0.489 4.050 0.062 -0.1 0.2 0.3
C 0.396 5.376 0.458 0.0 0.0 0.0
C 0.680 6.368 -0.477 0.0 0.0 0.1
C 1.044 6.040 -1.776 0.0 0.0 0.0
C 1.158 4.707 -2.154 0.0 0.1 0.0
C 0.881 3.721 -1.220 0.1 -0.1 -0.3
As 1.209 1.857 -1.381 -0.1 0.0 0.2
C 1.375 1.465 -3.244 0.0 0.0 -0.2
C 2.595 1.055 -3.771 0.0 -0.1 -0.1
C 2.705 0.809 -5.135 0.0 0.0 0.0
C 1.608 0.971 -5.967 0.0 0.0 0.0
C 0.389 1.387 -5.442 0.0 0.0 0.0
C 0.274 1.632 -4.084 0.0 0.0 0.0
C 2.984 1.742 -0.635 0.0 -0.1 0.0
C 3.906 2.711 -1.025 0.0 0.0 0.0
C 5.196 2.673 -0.518 0.0 0.0 0.0
C 5.563 1.678 0.378 0.0 0.0 0.0
C 4.641 0.720 0.773 0.0 0.0 0.0
C 3.348 0.748 0.268 0.0 0.0 0.0
H 0.103 5.637 1.466 0.0 0.0 0.0
H 0.608 7.407 -0.183 0.0 0.0 0.0
H 1.250 6.823 -2.493 0.0 0.0 0.0
H 1.467 4.444 -3.159 0.0 0.0 0.0
H 3.464 0.935 -3.135 0.0 0.0 0.0
H 3.657 0.500 -5.548 0.0 0.0 0.0
H 1.702 0.787 -7.028 0.0 0.0 0.0
H -0.463 1.533 -6.094 0.0 0.0 0.0
H -0.678 1.997 -3.705 0.1 0.0 0.0
H 3.629 3.497 -1.716 0.0 0.0 0.0
H 5.914 3.423 -0.821 0.0 0.0 0.0
H 6.570 1.656 0.773 0.0 0.0 0.0
H 4.930 -0.047 1.479 0.0 0.0 0.0
H 2.632 0.005 0.593 0.0 0.0 0.0
C 0.819 -5.984 5.158 0.0 0.0 0.0
C 0.561 -5.535 3.750 0.0 0.0 0.1
C -0.510 -6.063 3.030 0.0 0.0 0.0
C -0.737 -5.701 1.713 0.1 0.0 0.0
C 0.126 -4.783 1.115 0.0 -0.1 0.1
C 1.203 -4.233 1.811 -0.1 0.0 0.0
C 1.406 -4.613 3.123 0.0 0.0 0.0
S -0.208 -4.324 -0.521 -0.4 0.1 -0.3
O -0.612 -2.881 -0.590 -0.2 -0.3 0.3
O -1.176 -5.201 -1.085 0.1 0.0 0.1
N 1.213 -4.246 -1.266 0.3 -0.1 0.0
C 1.421 -3.200 -2.280 -0.1 -0.1 0.1
C 1.597 -1.835 -1.621 -0.1 -0.4 0.1
C 0.407 -1.308 -0.861 0.7 1.2 -0.2
O -0.469 -0.573 -1.465 -0.2 -0.3 0.0
O 0.566 -0.880 0.394 -0.2 -0.1 -0.1
H -0.095 -5.964 5.750 0.0 0.0 0.0
H 1.571 -5.370 5.648 0.0 0.0 0.0
H 1.177 -7.016 5.157 0.0 0.0 0.0
H -1.161 -6.789 3.500 0.0 0.0 0.0
H -1.548 -6.137 1.147 0.0 0.0 0.0
H 1.882 -3.544 1.326 0.0 0.0 0.0
H 2.252 -4.215 3.669 0.0 0.0 0.0
H 1.654 -5.145 -1.425 0.0 0.0 0.0
H 0.612 -3.189 -3.013 0.0 0.0 0.0
H 2.338 -3.462 -2.802 0.0 0.0 0.0
H 1.794 -1.102 -2.405 0.0 0.0 0.0
H 2.446 -1.858 -0.939 0.0 0.0 0.0
```
Forces are in eV/Å.

Properties
Charge: +3
LUMO level: -8.93 eV
Kohn-Sham gap: 6.95 eV
Energy above the lowest of the compared OMol25 structures with the same formula, charge and spin: 98.7 kJ/mol